Here is a structure of composition C17H27BeN3S2 at a distorted geometry from OMol25. Energies are from ωB97M-V/def2-TZVPD.

Each line ends with the natural charge from an NBO analysis.
Atoms and positions in Å:
Be -0.45913 0.16734 0.03132  1.605
S -1.63186 -1.87184 0.98482  0.185
S 0.72000 2.09006 -1.19860  0.193
C -0.76587 -3.36395 0.37675  -0.729
C -2.81851 -1.76704 -0.38498  -0.540
C -2.13989 -1.34774 -1.66924  -0.237
N -1.42714 -0.03973 -1.42758  -0.894
C -0.97444 0.56201 -2.73406  -0.238
C -0.56483 1.99396 -2.47787  -0.539
H -3.58367 -1.04767 -0.06915  0.237
H -3.26625 -2.75887 -0.48228  0.264
H -2.89950 -1.22048 -2.45882  0.231
H -1.40068 -2.07724 -2.01991  0.218
H -1.79430 0.54022 -3.47183  0.231
H -0.15404 -0.04859 -3.12594  0.217
H -1.39853 2.60034 -2.10156  0.235
H -0.14381 2.46112 -3.37234  0.265
C 2.06401 1.38095 -2.21923  -0.731
H -2.19661 0.61248 -1.09434  0.437
H 1.83700 0.38972 -2.62478  0.214
H 2.94995 1.31755 -1.58078  0.251
H 2.25005 2.08914 -3.03587  0.256
H 0.01167 -3.59379 1.11158  0.255
H -0.30805 -3.24472 -0.61008  0.213
H -1.50293 -4.17577 0.35813  0.255
C -3.25205 1.61719 -0.27526  -0.492
C -2.76054 1.81917 0.97335  -0.370
H -4.05959 0.89480 -0.45421  0.243
H -3.11431 2.38301 -1.04649  0.234
H -3.04853 1.16187 1.80473  0.216
H -2.34274 2.79995 1.23824  0.221
N -0.43698 1.00969 1.60009  -1.017
C 0.87879 0.82287 2.16346  0.158
C 1.31511 1.45573 3.30543  -0.189
C 2.61698 1.16783 3.75313  -0.174
C 3.42060 0.26465 3.06113  -0.163
C 2.97538 -0.38941 1.87304  -0.014
C 3.69392 -1.29921 1.07760  -0.078
C 3.11119 -1.81981 -0.07188  -0.269
C 1.82027 -1.43458 -0.45986  0.090
N 1.10506 -0.56533 0.28042  -0.693
C 1.66383 -0.06652 1.43870  0.104
H -1.11411 0.58741 2.23947  0.428
H -0.63860 2.01042 1.56431  0.430
H 0.66319 2.15479 3.83055  0.245
H 2.99334 1.65604 4.65487  0.258
H 4.42699 0.03815 3.41337  0.248
H 4.70368 -1.56776 1.39575  0.254
H 3.63921 -2.52842 -0.70419  0.260
H 1.33730 -1.81999 -1.35912  0.217

The net charge is +2. As for the frontier orbital gap: 0.30879 Ha. The multiplicity is 1. Its relative energy (zero: lowest compared OMol25 entry of this formula, charge and spin) is 0.760 eV. The value obtained for the strongest force on any atom is 2.6 eV Å⁻¹. The value obtained for the highest occupied orbital energy is -15.09 eV.